14
Properties=species:S:1:pos:R:3:forces:R:3 method="wB97M-V/def2-TZVPD" total_energy_ev=-8265.83326 multiplicity=3 gap_ev="5.91 / 9.40" total_charge=+1
C -1.104491 -1.555456 1.469558 -2.546 -4.995 2.014
C -0.572635 -0.466640 1.990888 2.517 2.066 1.430
C -0.922993 -2.012987 0.160361 0.168 3.586 1.673
C 1.371451 2.169235 -2.582752 1.595 4.325 0.928
C 0.041826 0.063335 -0.177770 -1.764 -2.844 -0.507
N 0.078495 0.374705 1.108812 0.190 1.474 -0.911
N -0.466159 -1.063230 -0.610096 2.120 1.929 -1.441
H -1.646170 -2.298081 2.158838 1.051 1.346 -0.810
H -0.320522 -0.347709 3.083216 -1.002 0.298 -1.282
H -1.136955 -2.985935 -0.113409 -0.493 -1.705 -1.074
H 0.529865 2.833707 -2.731001 -0.335 -0.632 -0.180
H 1.394588 1.149443 -2.687914 -0.024 -2.083 -0.315
H 2.289504 2.804121 -2.319112 -1.206 -1.565 -0.458
H 0.464198 1.335492 1.250381 -0.272 -1.203 0.932